[1]
Entry from the OMol25 dataset: one molecule with the formula C23H29N5O5 (ωB97M-V with the def2-TZVPD basis set).

The calculation puts the highest occupied orbital energy at -7.9 eV. The calculation puts the energy above the lowest of the compared OMol25 structures with the same formula, charge and spin at 3.780 eV. The SMILES is CCC(=O)n1nc(NCc2ccc(OC)c(OC)c2)nc1NCc1ccc(OC)c(OC)c1. For the molecular weight, the calculation gives 455.51 g/mol. The value obtained for the frontier orbital gap is 0.31662 Ha. As for the total energy: -1543.80555 Ha.

Structure (ORCA input):
```
! wB97M-V def2-TZVPD RIJCOSX def2/J DEFGRID3
* xyz 0 1
C -0.824 3.648 3.279
C -0.296 3.405 1.865
C 0.988 2.624 1.898
O 2.074 3.069 1.565
N 0.867 1.325 2.315
C 1.835 0.326 2.234
N 1.295 -0.843 2.445
C -0.029 -0.557 2.647
N -0.333 0.716 2.590
N -0.917 -1.551 2.891
H -0.536 -2.456 2.651
C -2.303 -1.319 2.510
C -2.402 -0.925 1.057
C -2.130 -1.833 0.047
C -2.134 -1.432 -1.277
C -2.393 -0.115 -1.638
C -2.666 0.815 -0.617
C -2.667 0.388 0.705
H -2.870 1.123 1.468
O -2.890 2.157 -0.779
C -3.427 2.649 -1.987
H -2.684 2.667 -2.787
H -3.747 3.667 -1.765
H -4.288 2.060 -2.311
O -2.398 0.325 -2.933
C -2.062 -0.586 -3.955
H -1.055 -0.986 -3.812
H -2.097 -0.008 -4.878
H -2.789 -1.403 -4.016
H -1.908 -2.158 -2.041
H -1.912 -2.864 0.285
H -2.684 -0.512 3.138
H -2.861 -2.235 2.716
N 3.123 0.582 1.954
H 3.285 1.545 1.668
C 3.865 -0.469 1.280
C 3.094 -1.023 0.103
C 2.327 -0.164 -0.682
C 1.530 -0.646 -1.703
C 1.518 -2.031 -1.977
C 2.302 -2.874 -1.212
C 3.074 -2.375 -0.171
H 3.654 -3.057 0.431
H 2.308 -3.936 -1.400
O 0.703 -2.425 -3.002
C 0.655 -3.793 -3.322
H 1.636 -4.171 -3.628
H 0.282 -4.390 -2.484
H -0.037 -3.875 -4.160
O 0.730 0.123 -2.491
C 0.602 1.489 -2.181
H -0.131 1.880 -2.885
H 1.548 2.025 -2.308
H 0.233 1.637 -1.161
H 2.348 0.895 -0.480
H 4.825 -0.051 0.966
H 4.048 -1.274 1.997
H -0.098 4.353 1.363
H -1.035 2.836 1.297
H -1.740 4.232 3.232
H -1.037 2.698 3.760
H -0.093 4.193 3.872
*
```


[2]
Entry from the OMol25 dataset: C8H16Cl8O as an isolated structure (ωB97M-V with the def2-TZVPD basis set).

The calculation puts the highest occupied orbital energy at -8.7 eV. The calculation puts the energy above the lowest of the compared OMol25 structures with the same formula, charge and spin at 14.837 eV. For the molecular weight, the calculation gives 411.84 g/mol. The value obtained for the frontier orbital gap is 0.32481 Ha. As for the total energy: -4070.57948 Ha.

Structure (ORCA input):
```
! wB97M-V def2-TZVPD RIJCOSX def2/J DEFGRID3
* xyz 0 1
C -21.631 -3.461 9.156
C -22.751 -2.469 9.129
C -22.452 -1.310 10.135
O -21.575 -1.972 11.064
C -20.911 -3.061 10.528
H -20.923 -3.222 8.363
H -21.963 -4.493 9.042
H -23.656 -2.973 9.468
H -22.885 -2.051 8.132
H -23.272 -0.793 10.633
H -21.934 -0.560 9.537
H -20.789 -3.880 11.236
H -19.878 -2.767 10.337
C -23.226 -5.685 12.312
Cl -22.338 -5.389 10.796
Cl -23.190 -4.184 13.336
H -24.272 -5.978 12.219
H -22.729 -6.463 12.892
C -22.664 -4.300 6.855
Cl -21.133 -5.092 7.257
Cl -22.766 -3.911 5.093
H -23.514 -4.919 7.141
H -22.752 -3.375 7.425
C -20.784 -5.913 9.430
Cl -19.598 -4.755 8.766
Cl -20.063 -7.462 9.704
H -21.226 -5.447 10.311
H -21.542 -6.058 8.661
C -17.915 -8.004 8.954
Cl -18.322 -7.722 7.213
Cl -17.191 -6.562 9.724
H -18.797 -8.260 9.542
H -17.191 -8.809 9.082
*
```


[3]
Entry from the OMol25 dataset: C20H58Ag3O11 as an isolated structure (ωB97M-V with the def2-TZVPD basis set).

The calculation puts the highest occupied orbital energy at -10.8 eV. For the molecular weight, the calculation gives 798.28 g/mol. The value obtained for the frontier orbital gap is 0.31780 Ha. As for the total energy: -2064.97331 Ha.

Structure (ORCA input):
```
! wB97M-V def2-TZVPD RIJCOSX def2/J DEFGRID3
* xyz 1 1
Ag -0.323 1.083 1.794
Ag -1.742 -0.699 -0.434
Ag -1.387 -0.120 3.955
O 0.705 -0.362 3.374
C 0.860 -1.501 2.462
C -0.436 -2.146 1.984
O -1.350 -1.148 1.599
H 1.371 -2.297 2.928
H 1.378 -1.139 1.547
H -0.921 -2.745 2.734
H -0.288 -2.825 1.053
C 3.607 3.593 0.234
C 3.308 2.853 1.525
O 2.240 3.451 2.339
H 4.576 3.281 -0.100
H 3.820 4.667 0.450
H 2.975 3.454 -0.587
H 4.141 2.804 2.216
H 3.033 1.873 1.246
H 2.518 3.349 3.269
C -0.056 2.222 -1.969
C 0.914 1.105 -1.914
O 0.794 0.547 -0.502
H 0.040 2.954 -1.213
H -1.112 1.923 -1.856
H -0.019 2.790 -2.890
H 1.952 1.487 -2.031
H 0.826 0.336 -2.668
H 1.229 -0.361 -0.553
C 3.333 -3.301 -1.963
C 2.589 -2.980 -0.732
O 1.493 -2.102 -1.115
H 2.841 -4.126 -2.453
H 4.386 -3.543 -1.871
H 3.216 -2.462 -2.645
H 3.297 -2.356 -0.188
H 2.285 -3.815 -0.050
H 0.982 -2.628 -1.742
C 0.290 -2.218 -5.882
C -0.111 -0.787 -5.732
O -0.433 -0.573 -4.327
H -0.489 -2.870 -5.530
H 1.290 -2.408 -5.394
H 0.445 -2.371 -6.913
H -0.966 -0.577 -6.377
H 0.713 -0.005 -5.962
H -0.635 0.373 -4.194
C -2.272 -4.467 -2.797
C -1.198 -4.229 -1.719
O 0.072 -4.113 -2.294
H -2.196 -5.436 -3.236
H -2.097 -3.809 -3.693
H -3.249 -4.258 -2.411
H -1.149 -4.943 -0.868
H -1.618 -3.293 -1.168
H 0.708 -4.706 -1.765
C -0.527 5.801 1.068
C -1.353 4.665 1.625
O -0.557 3.475 1.612
H -1.061 6.773 1.154
H -0.261 5.741 0.002
H 0.469 5.776 1.604
H -2.218 4.343 1.020
H -1.727 4.841 2.647
H 0.360 3.638 1.843
C -4.065 0.121 -3.028
C -3.512 -1.254 -3.186
O -2.216 -1.328 -2.620
H -3.419 0.831 -3.509
H -4.263 0.486 -2.043
H -5.007 0.161 -3.556
H -3.526 -1.519 -4.235
H -4.148 -2.028 -2.684
H -1.553 -1.113 -3.284
C -3.877 1.286 2.535
C -4.566 0.916 3.804
O -3.571 0.146 4.611
H -3.364 0.442 2.073
H -3.217 2.121 2.686
H -4.609 1.611 1.858
H -5.433 0.280 3.644
H -4.911 1.710 4.448
H -3.863 -0.082 5.478
C 4.370 -0.269 5.670
C 3.007 0.395 5.766
O 2.703 1.256 4.630
H 5.051 0.442 5.252
H 4.521 -1.109 4.978
H 4.787 -0.647 6.634
H 3.186 1.167 6.567
H 2.150 -0.201 5.852
H 2.038 0.697 4.112
*
```


[4]
Entry from the OMol25 dataset: one molecule with the formula C18H22N2O3S2 (ωB97M-V with the def2-TZVPD basis set).

The calculation puts the highest occupied orbital energy at -8.4 eV. The calculation puts the energy above the lowest of the compared OMol25 structures with the same formula, charge and spin at 0.313 eV. The SMILES is CCc1ccc(NC(=O)[C@@H]2CCCN(S(=O)(=O)c3cccs3)C2)cc1. For the molecular weight, the calculation gives 378.52 g/mol. The value obtained for the frontier orbital gap is 0.31725 Ha. As for the total energy: -1830.72889 Ha.

Structure (ORCA input):
```
! wB97M-V def2-TZVPD RIJCOSX def2/J DEFGRID3
* xyz 0 1
C -6.795 -0.693 -1.713
H -6.230 -1.273 -2.439
H -7.852 -0.915 -1.837
H -6.634 0.362 -1.920
C -6.338 -1.031 -0.292
C -4.879 -0.720 -0.123
C -4.460 0.547 0.260
C -3.119 0.861 0.375
C -2.159 -0.107 0.101
C -2.567 -1.382 -0.283
C -3.911 -1.680 -0.394
H -4.212 -2.673 -0.694
H -1.825 -2.139 -0.497
N -0.781 0.133 0.196
C -0.129 1.288 0.495
O -0.659 2.339 0.777
C 1.388 1.123 0.409
C 1.803 1.177 -1.072
N 3.230 1.090 -1.236
S 3.876 -0.391 -1.564
O 5.267 -0.210 -1.835
O 3.028 -1.020 -2.530
C 3.752 -1.378 -0.085
C 4.650 -1.502 0.928
C 4.206 -2.389 1.934
C 2.985 -2.918 1.657
S 2.358 -2.355 0.155
H 2.416 -3.612 2.242
H 4.773 -2.621 2.818
H 5.592 -0.985 0.934
C 4.004 2.044 -0.479
C 3.630 2.047 1.004
C 2.123 2.228 1.166
H 1.846 2.199 2.221
H 1.812 3.196 0.769
H 4.164 2.854 1.506
H 3.934 1.102 1.462
H 5.052 1.783 -0.632
H 3.822 3.037 -0.906
H 1.373 0.357 -1.650
H 1.461 2.125 -1.502
H 1.667 0.153 0.834
H -0.209 -0.669 -0.035
H -2.811 1.849 0.674
H -5.197 1.307 0.475
H -6.925 -0.449 0.422
H -6.517 -2.090 -0.099
*
```


[5]
Entry from the OMol25 dataset: an isolated ion of composition C6H10NS2 and charge +1 (ωB97M-V with the def2-TZVPD basis set).

The calculation puts the highest occupied orbital energy at -13.8 eV. The calculation puts the energy above the lowest of the compared OMol25 structures with the same formula, charge and spin at 1.406 eV. For the molecular weight, the calculation gives 160.29 g/mol. The value obtained for the frontier orbital gap is 0.35067 Ha. As for the total energy: -1085.41114 Ha.

Structure (ORCA input):
```
! wB97M-V def2-TZVPD RIJCOSX def2/J DEFGRID3
* xyz 1 1
C -0.250 0.099 0.474
C 0.953 1.047 0.547
C 2.226 0.170 0.251
C 1.884 -0.855 -0.894
C 0.454 -1.011 -1.324
C -3.246 0.446 0.284
N -0.497 -0.416 -0.781
S -1.071 -1.114 1.700
S -1.825 0.690 1.436
H 0.693 1.834 -0.182
H 0.980 1.311 1.594
H 2.976 0.894 -0.025
H 2.416 -0.288 1.222
H 2.528 -0.726 -1.675
H 2.093 -1.939 -0.519
H 0.159 -1.516 -2.215
H -3.255 -0.492 -0.278
H -2.965 1.307 -0.304
H -4.255 0.559 0.690
*
```


[6]
Entry from the OMol25 dataset: a 2-piece molecular cluster, H4NP overall (ωB97M-V with the def2-TZVPD basis set).

The calculation puts the highest occupied orbital energy (spin up / spin down) at -9.1 / -9.1 eV. The calculation puts the energy above the lowest of the compared OMol25 structures with the same formula, charge and spin at 2.762 eV. For the molecular weight, the calculation gives 49.01 g/mol. The value obtained for the frontier orbital gap (spin up / spin down) is 0.27387 / 0.27279 Ha. As for the total energy: -398.37620 Ha.

Structure (ORCA input):
```
! wB97M-V def2-TZVPD RIJCOSX def2/J DEFGRID3
* xyz 0 1
N -1.175 -0.040 -0.149
P 2.818 -0.466 0.070
H -0.151 0.214 -0.354
H -1.225 -0.732 0.694
H 1.623 0.312 -0.176
H -1.891 0.712 -0.086
*
```